1.
C5H14NO2 | the ωB97M-V functional and the def2-TZVPD basis

XYZ file:
```
22
Properties=species:S:1:pos:R:3:forces:R:3
C 0.75926 0.23822 -1.30105 2.6 0.0 -0.8
O 1.85306 -0.17723 -2.05490 -0.3 -1.1 -1.6
C -0.50738 -0.52087 -1.64253 1.6 -0.7 2.6
C -1.27318 -0.90491 -0.40473 -0.4 -0.7 1.2
C -1.73662 0.36263 0.40905 0.5 0.4 1.8
C -0.03813 0.96216 2.18117 -0.7 1.4 -1.7
N -1.27575 0.30627 1.87374 -1.3 -1.1 -1.3
H 1.06775 0.24402 -0.22212 -0.9 -0.1 -0.4
H 0.76232 1.24623 -1.68888 -1.4 1.3 0.8
H -0.29230 -1.41094 -2.18345 0.6 -0.7 -0.7
H -0.99648 0.14696 -2.23801 -2.2 1.4 -1.8
H -2.13900 -1.49499 -0.78977 0.2 0.2 0.8
H -0.63159 -1.62102 0.33333 -1.4 1.7 -1.8
H -2.87823 0.41746 0.56851 1.5 0.0 -1.0
H -1.22961 1.34992 -0.03108 -1.6 -2.1 0.8
H 0.12734 1.72383 1.31327 -0.1 -0.7 2.1
H 0.78832 0.31545 2.10343 1.5 -0.9 0.1
H -0.11972 1.35538 3.19273 0.4 0.5 0.0
H -1.29969 -0.69290 2.20195 0.1 1.5 -0.5
H 2.81383 -0.93229 0.12943 -0.6 -0.6 1.0
H 2.79695 -0.37264 -1.30738 -0.4 0.2 -0.2
O 3.44885 -0.54075 -0.44271 2.2 0.0 0.6
```
Forces are in eV/Å.

## Properties
Multiplicity   2
ΔE to the lowest compared entry with this formula, charge and spin   54.9 kcal per mole
Net charge   -2
Frontier orbital gap (alpha / beta)   2.6091 / 7.3251 eV
LUMO level (alpha / beta)   6.685 / 6.718 eV


2.
C5H6O2 | the ωB97M-V functional and the def2-TZVPD basis

XYZ file:
```
13
Properties=species:S:1:pos:R:3:forces:R:3
O 2.03978 -1.36152 -0.46356 -0.4 0.5 0.0
C 1.53712 -0.26740 -0.58929 -0.1 -0.1 0.2
C 0.12259 0.06342 -0.23742 -0.3 0.1 0.2
C -0.52891 -0.64949 1.34396 3.7 3.3 -0.3
C -0.84718 -1.05240 -0.05085 0.0 -0.1 0.1
C -0.37256 1.43169 -0.42522 -0.7 -0.1 -0.6
O -1.48508 1.79603 -0.09812 0.6 0.1 -0.1
H 2.13038 0.58186 -0.99498 -0.2 -0.1 0.0
H -1.16086 0.12657 1.77063 -0.6 -0.2 -0.4
H 0.60513 -0.00954 1.47445 -2.2 -3.2 0.5
H -1.85199 -0.73787 -0.35101 0.2 -0.4 0.2
H -0.50845 -2.02450 -0.39900 0.0 0.2 0.0
H 0.32004 2.10315 -0.97959 -0.1 0.0 0.3
```
Forces are in eV/Å.

## Properties
SMILES   O=CC1(C=O)CC1
ΔE to the lowest compared entry with this formula, charge and spin   94.0 kcal per mole
Frontier orbital gap   8.9191 eV
LUMO level   -0.546 eV


3.
C11H18O | the ωB97M-V functional and the def2-TZVPD basis

XYZ file:
```
30
Properties=species:S:1:pos:R:3:forces:R:3
C -1.25430 -0.80741 -3.47981 -2.6 1.9 3.1
C 1.53321 0.47902 -0.55878 0.1 0.6 1.4
C 0.74361 1.48217 -1.22780 0.5 -1.9 -0.1
C 1.37265 -0.90439 -0.64196 -1.6 2.9 -3.4
C -0.06021 1.11874 -2.29685 0.0 -2.5 0.7
C 0.41948 -1.25267 -1.65781 -0.5 -0.6 1.1
C -0.28501 -0.33081 -2.43421 1.1 1.1 -0.3
O 2.48931 0.86806 0.39064 -0.4 -1.0 -0.5
H 0.74179 2.45848 -0.80594 0.4 0.9 -0.2
H 2.46128 1.78449 0.62944 -0.3 0.8 -0.2
H 2.05140 -1.50614 -0.11904 0.4 -1.1 0.7
H -0.52372 1.84030 -2.98571 0.0 -0.4 0.6
H 0.02554 -2.28964 -1.70792 0.7 0.6 -0.2
H -2.28971 -0.33881 -3.21034 1.6 -0.9 -0.9
H -1.37773 -1.81700 -3.68499 -0.2 -2.4 1.0
H -0.97595 -0.56226 -4.41891 0.9 2.0 -3.1
C -0.67522 0.04211 2.48162 -2.0 -0.6 1.0
C -0.39926 -0.60895 3.87816 -1.0 -0.5 -0.5
C -1.01360 -0.89547 1.37938 1.1 -2.0 -1.8
C -1.93031 0.89431 2.46321 1.3 2.5 0.7
H 0.24608 0.54362 2.34317 0.7 1.0 -1.1
H -0.02328 -1.61269 3.63061 0.2 0.2 0.6
H -1.33846 -0.73825 4.43453 0.2 -0.1 -0.1
H -1.92874 -1.51761 1.43194 -0.3 1.1 0.4
H -0.97054 -0.35134 0.37761 -0.2 -0.9 1.4
H -0.31332 -1.73130 1.39152 0.7 0.0 -0.6
H -1.68379 1.77070 2.99381 0.2 1.4 1.4
H -2.28201 1.40456 1.56793 0.1 -1.0 -0.7
H -2.72122 0.48376 3.01945 -1.2 -1.0 0.4
H 0.28161 -0.06540 4.55675 -0.1 -0.1 -0.7
```
Forces are in eV/Å.

## Properties
SMILES   Cc1ccc(O)cc1.CC(C)C
ΔE to the lowest compared entry with this formula, charge and spin   53.8 kcal per mole
Frontier orbital gap   9.0680 eV
LUMO level   0.807 eV


4.
C6H17N3 | the ωB97M-V functional and the def2-TZVPD basis

XYZ file:
```
26
Properties=species:S:1:pos:R:3:forces:R:3
C 0.36049 2.03013 -0.99186 -0.1 -0.1 -0.1
C 0.66965 1.06006 1.42326 1.8 0.8 -2.7
N 0.94777 0.84570 -0.35289 -0.9 -0.8 3.1
N 2.37852 0.91268 -0.52409 -0.3 -0.1 0.1
H 2.79063 0.13852 -0.00617 -0.2 0.0 0.0
H 2.58963 0.73608 -1.50785 -0.3 0.0 0.1
H -0.72067 1.99848 -0.86370 0.1 -0.1 0.0
H 0.59269 2.05031 -2.06109 0.0 -0.2 0.1
H 0.76489 2.93630 -0.53916 0.0 -0.1 0.1
H -0.32334 1.38915 1.71240 -0.1 -0.3 -0.6
H 1.05534 0.24002 2.02249 -0.2 -0.2 -0.5
H 1.38262 1.88687 1.46459 -0.1 0.1 0.4
C -0.45394 -2.02539 1.44260 0.0 -0.2 -0.7
C -2.14047 -0.52729 0.53936 0.1 0.1 -0.7
N -0.75100 -0.87650 0.62806 0.9 0.8 -0.9
C 0.22566 -0.70340 -0.89329 -1.3 -0.7 2.7
C -0.37115 -0.75422 -2.10615 0.0 0.6 -0.7
H 0.96358 -1.46859 -0.67258 0.3 0.2 0.1
H -0.83062 -2.95657 0.98548 0.0 -0.2 0.2
H -0.89737 -1.94253 2.44666 0.1 0.1 -0.2
H 0.62763 -2.15080 1.57465 0.0 0.1 0.0
H -2.49192 -0.54750 -0.51090 0.1 0.0 0.1
H -2.82812 -1.17839 1.09516 0.3 -0.1 0.0
H -2.30022 0.49265 0.91037 -0.2 0.2 0.0
H -1.06774 -0.00124 -2.44486 -0.3 -0.1 0.1
H -0.17254 -1.58456 -2.77048 0.2 0.1 0.0
```
Forces are in eV/Å.

## Properties
ΔE to the lowest compared entry with this formula, charge and spin   154.3 kcal per mole
Frontier orbital gap   6.9929 eV
LUMO level   0.747 eV